Entry 1:
{
  "formula": "C28H34N6O2Pd",
  "method": "ωB97M-V with the def2-TZVPD basis set",
  "homo_energy_ha": -0.2991,
  "homo_lumo_gap_ev": 8.19,
  "lumo_energy_ev": 0.1,
  "multiplicity": 1,
  "symbols": ["Pd", "O", "O", "N", "N", "N", "N", "N", "N", "C", "C", "C", "C", "C", "C", "C", "C", "C", "C", "C", "C", "C", "C", "C", "C", "C", "C", "C", "C", "C", "C", "C", "C", "C", "C", "C", "C", "H", "H", "H", "H", "H", "H", "H", "H", "H", "H", "H", "H", "H", "H", "H", "H", "H", "H", "H", "H", "H", "H", "H", "H", "H", "H", "H", "H", "H", "H", "H", "H", "H", "H"],
  "coordinates": [[0.0031, -0.2623, -0.0678], [-3.3175, 1.9352, -1.0439], [3.5120, 1.8436, 0.5360], [0.1039, 1.6759, -0.2624], [-1.9659, 0.1371, -0.5015], [2.0176, 0.0805, 0.3617], [-0.4365, -2.2682, 0.2371], [0.9328, -3.8630, -0.7705], [-0.7921, -4.5362, 0.6343], [4.9699, -2.1530, 0.1696], [-4.9405, -1.9040, 0.3085], [-1.0167, 2.3223, -0.5755], [4.2276, -0.3811, -1.4436], [4.8136, -2.8989, 1.3273], [-2.2413, 1.4398, -0.7387], [-2.1251, -1.4496, -2.8937], [-1.1587, -5.6999, -0.1628], [-1.7605, -4.2131, 1.6657], [2.8299, -1.6327, 1.8764], [1.7081, -1.3286, 2.8288], [-0.1005, -3.5038, 0.0413], [-3.0759, -1.6387, -1.7478], [-4.0650, -2.6144, -1.8070], [2.9901, -0.8947, 0.6965], [-3.9527, -0.9303, 0.4090], [-3.8899, -0.0216, 1.6030], [2.4048, 1.3719, 0.3084], [3.7464, -2.6368, 2.1710], [1.2638, 2.2913, -0.0731], [-3.0211, -0.8023, -0.6287], [-1.0017, 3.6938, -0.7337], [-4.9963, -2.7483, -0.7891], [4.0677, -1.1498, -0.1647], [1.3529, 3.6626, -0.2153], [0.2029, 4.3666, -0.5537], [1.4676, -2.9005, -1.7198], [1.9014, -4.8589, -0.3290], [0.2437, 5.4410, -0.6741], [-4.2324, 0.9788, 1.3307], [-1.1117, -1.2549, -2.5441], [-2.8670, 0.0773, 1.9715], [2.7868, -4.3616, 0.0812], [2.2099, -5.4737, -1.1764], [-2.6879, -3.7890, 1.2555], [3.2820, -0.3354, -1.9911], [2.2194, -2.2526, -1.2654], [-1.9267, 4.1899, -0.9910], [1.8496, -0.3513, 3.2955], [4.5315, 0.6461, -1.2380], [0.6645, -2.2913, -2.1238], [-5.6691, -1.9996, 1.1050], [4.9772, -0.8478, -2.0817], [1.4702, -5.4982, 0.4351], [-1.1444, -6.5943, 0.4615], [-0.4624, -5.8326, -0.9843], [2.3121, 4.1333, -0.0524], [-4.5196, -0.3969, 2.4088], [-2.1168, -2.3275, -3.5398], [5.5259, -3.6755, 1.5756], [5.8021, -2.3533, -0.4951], [0.7438, -1.3003, 2.3180], [-5.7700, -3.5025, -0.8564], [-2.0133, -5.1302, 2.1958], [-1.3290, -3.5130, 2.3799], [1.6619, -2.0801, 3.6170], [-4.1121, -3.2637, -2.6738], [1.9317, -3.4532, -2.5382], [3.6251, -3.2080, 3.0843], [-1.3800, -2.2142, 0.6095], [-2.1667, -5.5778, -0.5749], [-2.4234, -0.5876, -3.4951]],
  "forces_ev_per_angstrom": [[0.04, 0.28, 0.02], [0.02, 0.01, 0.01], [-0.03, 0.01, 0.01], [-0.14, -0.02, -0.06], [0.21, 0.20, -0.26], [-0.18, -0.24, -0.02], [-0.39, 0.37, 0.03], [0.05, 0.09, 0.02], [0.05, 0.01, 0.02], [0.00, -0.04, 0.03], [0.02, -0.04, 0.01], [-0.08, -0.11, -0.05], [0.02, 0.02, 0.00], [0.04, 0.04, 0.00], [0.08, -0.12, 0.10], [0.02, 0.00, 0.00], [0.02, -0.01, 0.00], [-0.02, 0.01, 0.01], [-0.03, -0.06, -0.05], [-0.03, 0.03, 0.00], [0.21, -0.12, -0.17], [-0.05, 0.02, -0.02], [0.00, -0.02, 0.00], [0.04, 0.02, 0.04], [0.05, -0.04, 0.02], [0.00, 0.02, -0.03], [-0.05, -0.01, -0.01], [-0.02, 0.01, 0.01], [0.10, -0.12, 0.04], [0.04, -0.04, 0.17], [0.01, -0.01, 0.01], [0.00, 0.00, 0.01], [-0.04, 0.00, 0.02], [-0.01, 0.01, 0.01], [0.00, -0.08, 0.02], [0.02, 0.00, 0.04], [0.02, 0.01, -0.04], [0.00, 0.01, 0.00], [0.02, 0.02, 0.01], [-0.02, 0.01, 0.00], [0.00, 0.00, 0.01], [-0.03, -0.02, 0.00], [-0.02, -0.02, 0.00], [0.01, 0.00, 0.00], [0.01, 0.03, -0.01], [-0.06, -0.05, -0.03], [0.01, 0.03, -0.01], [0.00, 0.01, -0.02], [0.00, -0.01, 0.00], [-0.02, 0.00, 0.00], [-0.01, 0.00, 0.00], [0.00, -0.01, -0.01], [0.00, 0.01, 0.02], [0.01, 0.00, 0.00], [0.00, 0.01, 0.00], [-0.01, 0.02, -0.01], [-0.01, 0.01, 0.00], [0.00, 0.00, -0.01], [0.00, -0.01, 0.00], [0.00, 0.00, 0.00], [0.04, -0.02, 0.04], [0.00, -0.01, 0.01], [-0.01, 0.00, 0.01], [-0.01, 0.01, 0.00], [0.02, 0.01, 0.02], [0.00, 0.00, 0.00], [0.01, -0.01, 0.01], [0.00, 0.00, 0.01], [0.06, -0.06, 0.03], [0.00, 0.00, 0.00], [0.01, 0.01, 0.01]]
}

Entry 2:
{
  "formula": "C28H35CrF3N4P2",
  "method": "ωB97M-V with the def2-TZVPD basis set",
  "homo_energy_ha": [-0.1836, -0.1578],
  "homo_lumo_gap_ev": [5.07, 3.13],
  "lumo_energy_ev": [0.1, -1.2],
  "multiplicity": 5,
  "symbols": ["Cr", "P", "P", "F", "F", "F", "N", "N", "N", "N", "C", "C", "C", "C", "C", "C", "C", "C", "C", "C", "C", "C", "C", "C", "C", "C", "C", "C", "C", "C", "C", "C", "C", "C", "C", "C", "C", "C", "H", "H", "H", "H", "H", "H", "H", "H", "H", "H", "H", "H", "H", "H", "H", "H", "H", "H", "H", "H", "H", "H", "H", "H", "H", "H", "H", "H", "H", "H", "H", "H", "H", "H", "H"],
  "coordinates": [[1.6761, -0.9804, -0.7504], [-1.4430, -0.6330, 1.2964], [0.2847, 2.3769, 0.6155], [-0.1125, 2.8930, 3.3430], [1.7577, 3.6654, 2.4630], [1.6313, 1.5817, 3.0527], [-2.8983, -0.0369, 1.8639], [-1.6521, -2.3869, 1.3668], [1.7462, 1.9827, -0.2577], [0.1878, 4.0639, 0.0285], [0.9610, 4.9392, -0.7496], [2.7264, -3.4680, -1.4347], [3.7819, 0.9483, -0.2422], [-1.3613, 0.0021, -0.4081], [-3.9839, 0.3946, 1.0793], [-3.3747, -0.3389, 3.1471], [1.4117, -0.4052, -2.6723], [0.4844, 6.2367, -0.5968], [-2.5978, -4.4638, 1.2789], [-1.3143, -4.5818, 1.8802], [2.4360, 0.7790, 0.2616], [-0.8507, 1.4566, -0.6667], [-4.7337, -0.1634, 3.1434], [-0.6587, 6.1540, 0.2447], [3.7331, 1.8541, -1.2955], [0.9038, 2.5958, 2.4536], [-0.2441, -0.3897, 2.5908], [1.5845, -2.9403, -0.6312], [0.3017, -1.1812, -3.3786], [-0.0838, -2.5434, -2.6827], [3.0309, -2.5128, -2.6376], [-0.7427, -3.3191, 1.8986], [-0.8655, 4.8247, 0.5662], [-5.1219, 0.3001, 1.8387], [2.4454, 2.4162, -1.3748], [0.3321, -2.5306, -1.2312], [-2.7963, -3.1048, 0.9555], [2.6999, -1.0511, -2.4112], [3.5982, -3.5160, -0.7707], [4.1077, -2.5721, -2.8291], [-0.3140, 1.4118, -1.6330], [-1.1958, -2.6567, -2.7515], [0.6160, -1.3421, -4.4265], [1.4777, -3.3935, 0.3557], [4.6709, 0.4303, 0.1177], [-0.5298, -2.6954, -0.5805], [0.1854, -2.9847, 2.3527], [-2.6730, -0.6144, 3.9190], [2.2284, 0.5435, 1.2920], [-0.6230, -0.5696, -3.4788], [-3.8176, 0.7653, 0.0721], [0.9270, 7.1230, -1.0238], [-0.8517, -5.4942, 2.2555], [0.3673, -3.3895, -3.2427], [-0.3330, -1.2239, 3.3044], [-2.3040, -0.1847, -0.9766], [1.8012, 4.6216, -1.3240], [-1.2377, 6.9954, 0.6225], [-6.1234, 0.5129, 1.4948], [-1.6381, 4.3573, 1.1662], [-5.3933, -0.3450, 3.9747], [-0.3725, 0.5899, 3.0894], [2.6342, -4.5238, -1.7219], [-0.6914, -0.6479, -1.0262], [-1.7040, 2.1099, -0.8212], [1.3139, 0.6600, -2.9530], [-3.6690, -2.6068, 0.5442], [4.5390, 2.1320, -1.9761], [2.0310, 3.0507, -2.1765], [3.6189, -0.4229, -2.5428], [-3.3196, -5.2724, 1.0861], [0.8078, -0.3785, 2.2158], [2.5851, -2.9031, -3.5550]],
  "forces_ev_per_angstrom": [[-0.72, 2.00, 1.44], [-0.32, -1.43, -0.65], [-1.61, -0.51, -3.12], [0.80, -0.55, -1.40], [-0.33, -0.06, 0.58], [-0.75, 0.64, -0.33], [-0.33, 0.39, 0.35], [-0.37, 0.31, -0.10], [-0.06, -2.04, 1.07], [-1.36, -0.43, 0.56], [-0.22, 0.92, 0.82], [0.77, 0.48, -0.10], [-1.22, -0.96, 0.64], [0.88, 0.42, -1.07], [-0.28, -0.29, 0.28], [-0.68, 0.13, -0.47], [-0.88, -0.09, -0.76], [0.07, -1.66, 0.17], [-0.60, 1.62, -0.67], [0.43, 0.99, -0.16], [2.04, 3.31, -0.36], [-0.76, -0.26, -1.68], [0.56, -0.01, -0.14], [-0.44, -0.43, 0.35], [-0.71, 0.96, -0.80], [2.99, 2.04, 1.90], [1.12, 0.35, 0.45], [-1.35, -2.22, 0.28], [-0.22, -0.29, -0.52], [0.12, 0.40, -0.92], [0.50, -0.81, -0.47], [-0.55, -0.31, 0.45], [0.85, 0.81, -0.06], [0.80, -0.10, -0.19], [0.81, -0.35, 0.94], [-0.09, -1.01, 0.73], [0.60, -1.33, 0.67], [1.39, 1.11, -1.05], [0.10, 0.31, -0.06], [-0.06, -0.03, -0.02], [-0.16, -0.05, 0.31], [0.83, -0.10, 0.08], [-0.24, -0.28, 0.15], [0.00, -0.06, -0.07], [-0.44, -0.04, -0.25], [0.40, 0.08, -0.07], [-0.19, -0.21, -0.41], [-0.22, -0.16, 0.00], [0.18, -0.07, 0.14], [0.49, -0.08, 0.26], [-0.17, -0.24, 0.35], [-0.07, -0.10, -0.08], [-0.13, 0.42, -0.17], [-0.25, 0.34, 0.31], [-0.09, 0.37, -0.03], [0.28, 0.16, 0.95], [0.15, 0.02, 0.22], [0.03, -0.37, -0.27], [0.12, 0.13, 0.10], [0.24, 0.08, -0.02], [0.03, 0.07, 0.06], [-0.40, -0.72, -0.27], [-0.43, 0.11, -0.41], [0.27, -0.04, 0.84], [-0.33, 0.29, 0.16], [0.79, -0.45, 0.03], [0.31, -0.05, 0.05], [-0.31, -0.30, 0.21], [0.29, -0.57, 0.88], [-1.01, -0.41, 0.14], [0.50, 0.64, 0.15], [-1.13, -0.35, 0.08], [-0.27, -0.06, -0.03]]
}

Entry 3:
{
  "formula": "C28H35N4Na",
  "method": "ωB97M-V with the def2-TZVPD basis set",
  "homo_energy_ha": 0.0107,
  "charge": -2,
  "homo_lumo_gap_ev": 3.77,
  "lumo_energy_ev": 4.1,
  "multiplicity": 1,
  "symbols": ["Na", "N", "N", "N", "N", "C", "C", "C", "C", "C", "C", "C", "C", "C", "C", "C", "C", "C", "C", "C", "C", "C", "C", "C", "C", "C", "C", "C", "C", "C", "C", "C", "C", "H", "H", "H", "H", "H", "H", "H", "H", "H", "H", "H", "H", "H", "H", "H", "H", "H", "H", "H", "H", "H", "H", "H", "H", "H", "H", "H", "H", "H", "H", "H", "H", "H", "H", "H"],
  "coordinates": [[-0.1056, 0.4822, -0.4786], [1.6275, -0.5601, -1.3178], [0.5518, 2.1973, 1.0713], [-0.6643, -0.2730, 1.5380], [-1.1603, -0.7352, -1.8680], [2.8346, -0.6290, -0.5408], [0.2681, 2.3766, 4.7356], [2.3330, 2.7488, -4.7454], [-1.5151, -1.9101, -1.1035], [3.1012, 1.9061, -0.7611], [0.8196, 2.6884, -4.4955], [2.9654, 2.4094, 0.6866], [0.0773, 2.9653, -5.8100], [1.7046, -3.7439, -3.3318], [1.9811, -2.6547, -2.4757], [-2.0091, 0.9485, 3.1837], [0.6850, -3.9995, -4.2014], [-1.0530, 2.1984, 5.1558], [0.4369, 3.7514, -3.4568], [-1.5798, -1.4038, 1.4895], [3.7702, 0.5357, -0.9092], [-2.3415, -1.5259, 0.1523], [1.2621, -1.4679, -2.1906], [-0.1198, -1.0258, -2.8513], [-0.4138, -3.1053, -4.4742], [-2.0655, 1.5991, 4.3881], [0.1955, 0.2892, -3.4927], [0.4646, 1.3576, -3.9789], [0.2158, 1.8035, 2.2557], [0.8519, 2.2042, 3.5003], [-0.7057, -1.8972, -3.9642], [1.6454, 3.1470, 0.9527], [-0.8533, 0.7211, 2.3269], [-2.9347, 0.5135, 2.8267], [0.3112, 2.1943, -6.5461], [-0.9672, -2.3062, 1.5984], [-2.8499, -0.5782, -0.0632], [-3.0531, 1.6073, 4.8476], [0.7073, -4.9373, -4.7475], [-0.6274, 3.6911, -3.2244], [0.6623, 4.7556, -3.8329], [3.3987, -1.5648, -0.6207], [0.3647, 3.9422, -6.2137], [2.6172, 3.7287, -5.1463], [2.8749, 2.5774, -3.8149], [2.6327, 1.9751, -5.4547], [2.4609, -4.5288, -3.2795], [-2.1200, -2.6448, -1.6782], [2.9064, -2.7657, -1.9238], [3.0231, 1.5671, 1.3840], [-0.6398, -2.5008, -0.7536], [3.8072, 3.0696, 0.9271], [-1.6121, -1.4197, -4.3284], [3.6487, 2.6548, -1.3452], [-1.0018, 2.9554, -5.6454], [-1.3115, 2.5302, 6.1547], [0.9910, 3.5916, -2.5303], [2.1141, 1.8265, -1.2242], [2.5677, -0.5318, 0.5242], [-3.1239, -2.2775, 0.3161], [4.6736, 0.4903, -0.2840], [1.4393, 3.8059, 0.1004], [4.0874, 0.3968, -1.9479], [-2.2898, -1.4013, 2.3254], [1.9037, 2.4519, 3.4271], [-1.1217, -3.4655, -5.2217], [0.9448, 2.7551, 5.5008], [1.7310, 3.7840, 1.8402]],
  "forces_ev_per_angstrom": [[0.19, 1.08, 0.22], [0.45, -0.26, -0.18], [0.12, -0.02, 0.13], [-0.28, -0.26, 0.21], [-0.31, -0.67, -0.32], [-0.03, 0.05, -0.01], [-0.06, -0.04, 0.10], [0.01, 0.00, -0.02], [-0.07, 0.10, 0.08], [-0.05, -0.01, -0.02], [0.02, -0.04, 0.01], [0.01, -0.04, -0.01], [-0.03, -0.03, 0.02], [0.07, 0.09, 0.13], [-0.16, 0.03, -0.15], [0.17, -0.01, -0.04], [-0.15, 0.13, -0.04], [0.08, -0.03, -0.11], [-0.01, 0.03, 0.00], [0.12, 0.07, -0.09], [0.00, 0.02, 0.05], [0.07, 0.04, -0.02], [-0.08, -0.06, -0.03], [-0.02, 0.04, -0.15], [0.10, -0.12, 0.03], [-0.02, 0.03, 0.06], [0.04, -0.14, 0.13], [-0.07, 0.03, -0.04], [-0.04, -0.08, 0.21], [-0.17, -0.07, -0.20], [0.13, 0.05, 0.13], [-0.06, -0.09, -0.05], [0.00, 0.21, 0.10], [-0.01, 0.00, -0.02], [0.01, 0.02, 0.00], [0.02, 0.00, 0.01], [-0.02, -0.03, -0.01], [-0.01, 0.01, 0.00], [-0.01, -0.01, -0.01], [0.01, 0.00, -0.01], [0.01, 0.00, 0.00], [0.04, -0.01, -0.02], [-0.01, 0.00, 0.00], [0.00, -0.01, 0.01], [0.00, -0.01, 0.02], [-0.01, 0.02, 0.00], [0.01, -0.01, 0.01], [0.00, -0.04, -0.05], [0.02, -0.03, -0.01], [-0.02, 0.00, -0.02], [0.02, 0.04, 0.00], [0.02, 0.00, 0.01], [0.00, 0.00, -0.02], [0.03, 0.01, 0.01], [0.01, 0.00, 0.00], [0.00, 0.00, 0.01], [-0.01, 0.00, -0.01], [0.01, -0.02, 0.03], [-0.01, -0.01, -0.02], [0.00, -0.02, 0.00], [0.02, 0.02, -0.02], [-0.03, -0.01, -0.01], [-0.03, 0.00, -0.01], [-0.06, 0.01, 0.01], [0.00, 0.03, 0.01], [0.00, -0.01, -0.01], [0.01, 0.01, 0.01], [0.02, 0.04, 0.01]]
}